Arrangement P

3 unconnected molecules or ions with the total composition C3H12N2O2. Source: OMol25; level of theory: wB97M-V/def2-TZVPD.

Geometry as XYZ:
```
19
Properties=species:S:1:pos:R:3:nbo_charge:R:1
O -3.22 -0.62 -0.68 -0.923
O -0.38 2.17 2.12 -0.927
N 0.34 -0.30 0.48 -0.645
N 1.49 -2.02 1.42 -0.756
C 0.44 0.07 -1.85 -0.630
C 0.20 0.69 -0.46 -0.229
C 1.53 -0.84 0.90 0.278
H 2.24 -2.62 1.67 0.370
H 0.79 1.65 -0.21 0.208
H -2.74 -0.13 -1.32 0.466
H -0.54 -0.85 0.81 0.399
H 1.36 -0.41 -2.00 0.216
H 2.48 -0.30 0.57 0.164
H -0.21 -0.87 -1.99 0.213
H -1.07 1.96 1.51 0.458
H 0.34 1.55 1.88 0.470
H 0.26 0.88 -2.61 0.213
H -2.48 -1.01 0.09 0.462
H -0.84 1.00 -0.35 0.192
```

Its LUMO energy is 0.013 Eh. The molar mass comes out at 108.141 g/mol. The structure (SMILES) is [H]/N=C/NCC.O.O.

Arrangement Q

3 unconnected molecules or ions with the total composition C3H12N2O2. Source: OMol25; level of theory: wB97M-V/def2-TZVPD.

Geometry as XYZ:
```
19
Properties=species:S:1:pos:R:3:nbo_charge:R:1
O -2.76 -0.53 -0.03 -0.925
O 2.39 -1.82 -3.93 -0.934
N -0.65 1.97 0.98 -0.839
N 0.34 -0.02 2.87 -0.882
C -0.15 0.66 0.60 0.175
C 0.32 -0.24 1.48 -0.149
C -0.04 0.05 -0.83 -0.647
H -0.44 2.69 0.38 0.368
H 2.56 -0.95 -3.53 0.467
H -2.79 0.35 -0.28 0.459
H -2.47 -0.43 0.90 0.471
H -0.40 -0.93 -0.86 0.244
H 2.50 -1.66 -4.87 0.467
H -0.41 2.21 1.93 0.393
H -0.51 -0.55 3.38 0.369
H -0.58 0.70 -1.51 0.209
H 1.00 -0.18 -0.98 0.218
H 0.85 -1.13 1.01 0.163
H 1.24 -0.19 3.30 0.373
```

Its LUMO energy is 0.027 Eh. The molar mass comes out at 108.141 g/mol. The structure (SMILES) is C/C(N)=C/N.O.O.

Most stable to least stable, the ends of the list are arrangement Q and arrangement P.